(1)
Molecular formula: C5H7F
Method: DFT, the ωB97M-V functional and the def2-TZVPD basis

Values from the calculation:
**HOMO energy (alpha / beta)**: -7.72 / -8.04 eV
**Total charge**: 0

Cartesian coordinates (Å):
C (-1.15, 0.65, -0.52)
C (-0.58, 0.64, 0.83)
C (-0.44, -0.61, -0.90)
C (0.21, -0.70, 0.40)
C (1.80, -0.49, 0.24)
F (2.20, 0.54, -0.57)
H (-2.30, 0.52, -0.58)
H (-0.87, 1.52, -1.09)
H (0.00, 1.49, 1.21)
H (-1.39, 0.49, 1.53)
H (-0.31, -1.14, -1.87)
H (0.17, -1.61, 1.02)
H (2.66, -1.28, 0.29)

***

(2)
Molecular formula: C5H16NO
Method: DFT, the ωB97M-V functional and the def2-TZVPD basis

Values from the calculation:
**HOMO energy**: -14.83 eV
**Total charge**: +1

Cartesian coordinates (Å):
C (0.03, 0.64, -1.04)
C (-0.56, 0.39, 0.32)
C (0.35, 0.80, 1.48)
C (1.55, -0.13, 1.60)
C (-0.44, 0.84, 2.81)
N (-1.01, 0.24, -2.08)
H (0.31, 1.68, -1.24)
H (0.90, 0.05, -1.33)
H (-1.50, 0.94, 0.39)
H (-0.79, -0.67, 0.41)
H (0.74, 1.81, 1.29)
H (2.20, 0.12, 2.44)
H (1.23, -1.18, 1.70)
H (2.17, -0.12, 0.70)
H (-1.50, 1.05, 2.71)
H (0.08, 1.49, 3.50)
H (-0.40, -0.14, 3.26)
H (-0.97, 0.60, -3.03)
H (-1.95, 0.43, -1.71)
H (-0.91, -0.78, -2.12)
H (0.54, -3.21, -2.91)
H (0.08, -2.28, -4.02)
O (-0.15, -2.57, -3.13)

***

(3)
Molecular formula: C4H33N2O13
Method: DFT, the ωB97M-V functional and the def2-TZVPD basis

Values from the calculation:
**HOMO energy**: -13.21 eV
**Total charge**: +1

Cartesian coordinates (Å):
C (0.02, -0.54, 0.56)
O (0.28, 0.43, 1.51)
C (-0.35, 0.15, -0.79)
C (-0.33, -0.79, -2.00)
C (-1.64, -1.52, -2.06)
N (-1.98, -2.18, -3.23)
O (-2.58, -1.48, -1.25)
N (0.81, 1.11, -1.18)
H (0.92, -1.15, 0.33)
H (-0.87, -1.15, 0.78)
H (-0.51, 0.83, 1.90)
H (-1.25, 0.76, -0.73)
H (-0.21, -0.26, -2.97)
H (0.43, -1.58, -2.18)
H (-2.95, -2.44, -3.24)
H (-1.36, -2.20, -4.01)
H (0.62, 1.62, -2.06)
H (1.64, 0.49, -1.17)
H (1.10, 1.75, -0.42)
H (3.14, -1.41, 2.62)
H (1.71, -0.93, 2.45)
O (2.58, -0.93, 1.99)
H (-4.68, 0.87, -1.58)
H (-3.33, 0.20, -1.36)
O (-3.80, 1.05, -1.22)
H (3.05, -0.88, 0.37)
H (4.09, 0.08, -0.30)
O (3.32, -0.46, -0.49)
H (-1.28, 2.57, -3.84)
H (-1.71, 2.42, -2.33)
O (-0.97, 2.55, -2.93)
H (3.42, 2.05, 2.95)
H (2.13, 1.28, 2.74)
O (2.58, 2.08, 2.48)
H (0.19, -2.04, 2.99)
H (0.02, -0.56, 3.47)
O (0.52, -1.38, 3.65)
H (-3.69, 2.66, 1.41)
H (-3.91, 1.51, 0.52)
O (-3.69, 1.70, 1.46)
H (2.49, -1.81, -3.91)
H (2.94, -1.04, -2.71)
O (2.14, -1.21, -3.24)
H (-0.82, -3.76, 2.04)
H (0.65, -4.11, 2.69)
O (0.09, -3.51, 2.19)
H (-2.36, 0.51, 3.92)
H (-2.56, 0.99, 2.50)
O (-1.84, 0.73, 3.13)
H (2.49, 3.70, -0.17)
H (2.72, 2.48, 0.84)
O (2.60, 2.74, -0.10)

***

(4)
Molecular formula: C5H9NO
Method: DFT, the ωB97M-V functional and the def2-TZVPD basis

Values from the calculation:
**HOMO energy**: -9.13 eV
**Total charge**: 0

Cartesian coordinates (Å):
O (-0.53, -0.11, -2.08)
C (-0.41, 0.56, -1.04)
C (0.79, 0.28, -0.10)
C (0.30, 0.18, 1.35)
C (-0.90, -0.77, 1.61)
C (-1.40, -1.62, 0.61)
N (1.80, 1.27, -0.32)
H (-1.05, 1.33, -0.69)
H (1.29, -0.73, -0.51)
H (1.18, -0.24, 1.94)
H (0.19, 1.25, 1.78)
H (-1.34, -0.82, 2.54)
H (-1.84, -2.56, 0.64)
H (-0.68, -1.66, -0.19)
H (1.54, 2.19, 0.11)
H (2.07, 1.46, -1.28)

***

(5)
Molecular formula: C20H22FNO3
Method: DFT, the ωB97M-V functional and the def2-TZVPD basis

Values from the calculation:
**HOMO energy**: -8.30 eV
**Total charge**: 0

Cartesian coordinates (Å):
C (-5.76, -3.52, -1.44)
H (-4.71, -3.62, -1.74)
O (-5.88, -2.96, -0.15)
C (-5.40, -1.70, 0.05)
C (-4.79, -0.91, -0.91)
C (-4.35, 0.36, -0.58)
C (-4.50, 0.86, 0.70)
C (-5.11, 0.06, 1.66)
C (-5.56, -1.20, 1.35)
H (-6.04, -1.82, 2.08)
H (-5.24, 0.44, 2.67)
C (-3.96, 2.23, 1.04)
N (-2.52, 2.26, 0.87)
C (-1.92, 2.92, -0.15)
O (-2.52, 3.68, -0.89)
C (-0.47, 2.67, -0.29)
C (0.10, 1.48, -0.10)
C (1.50, 1.14, -0.30)
C (1.90, -0.19, -0.20)
C (3.21, -0.58, -0.39)
C (4.18, 0.38, -0.68)
C (3.80, 1.72, -0.78)
C (2.49, 2.09, -0.60)
H (2.22, 3.13, -0.67)
H (4.56, 2.45, -1.01)
O (5.50, 0.13, -0.90)
C (6.01, -1.18, -0.77)
C (6.20, -1.59, 0.69)
C (7.31, -0.77, 1.34)
F (8.53, -1.13, 0.83)
H (7.18, 0.30, 1.13)
H (7.35, -0.94, 2.42)
H (6.47, -2.64, 0.74)
H (5.28, -1.43, 1.25)
H (6.98, -1.15, -1.27)
H (5.37, -1.90, -1.29)
H (3.46, -1.62, -0.30)
H (1.16, -0.95, 0.02)
H (-0.51, 0.64, 0.21)
H (0.09, 3.51, -0.69)
H (-1.98, 1.62, 1.43)
H (-4.22, 2.50, 2.06)
H (-4.36, 2.98, 0.35)
H (-3.87, 0.97, -1.33)
H (-4.65, -1.27, -1.92)
H (-6.30, -2.94, -2.18)
H (-6.20, -4.52, -1.37)

***

(6)
Molecular formula: C27H28MnN5O5
Method: DFT, the ωB97M-V functional and the def2-TZVPD basis

Values from the calculation:
**HOMO energy (alpha / beta)**: -7.58 / -7.67 eV
**Total charge**: 0
**Multiplicity**: 5
**⟨S²⟩**: 6.04

Cartesian coordinates (Å):
Mn (1.35, -0.09, -0.97)
C (1.52, 2.71, -4.04)
C (1.22, 2.25, -2.64)
O (1.30, 0.95, -2.50)
C (0.87, 3.11, -1.65)
C (0.61, 2.74, -0.28)
C (0.27, 3.82, 0.71)
N (0.72, 1.51, 0.10)
N (0.54, 1.23, 1.47)
C (0.85, 0.00, 1.67)
O (1.13, -0.87, 0.71)
C (0.93, -0.52, 3.06)
C (0.55, 0.27, 4.14)
C (0.63, -0.23, 5.43)
C (1.09, -1.52, 5.65)
C (1.47, -2.31, 4.57)
C (1.39, -1.81, 3.28)
H (2.19, 1.99, -4.51)
H (1.96, 3.70, -4.04)
H (0.59, 2.74, -4.62)
H (0.82, 4.17, -1.89)
H (0.07, 4.76, 0.20)
H (1.10, 3.95, 1.40)
H (-0.59, 3.52, 1.31)
H (0.20, 1.28, 3.95)
H (0.34, 0.39, 6.26)
H (1.16, -1.91, 6.65)
H (1.85, -3.32, 4.74)
H (1.70, -2.41, 2.43)
C (-4.76, -0.29, -0.09)
N (-3.71, -0.28, -1.11)
N (-2.58, -1.04, -0.86)
C (-1.50, -0.45, -1.48)
O (-0.39, -1.03, -1.51)
C (-1.96, 0.79, -2.00)
C (-3.30, 0.86, -1.73)
C (-4.25, 1.98, -1.97)
C (-2.64, -2.42, -0.52)
C (-3.62, -3.24, -1.06)
C (-3.65, -4.58, -0.70)
C (-2.70, -5.09, 0.18)
C (-1.72, -4.26, 0.70)
C (-1.69, -2.91, 0.37)
H (-4.86, -1.30, 0.29)
H (-5.70, 0.00, -0.55)
H (-4.52, 0.38, 0.73)
H (-1.36, 1.52, -2.52)
H (-3.75, 2.77, -2.51)
H (-4.62, 2.39, -1.03)
H (-5.11, 1.64, -2.55)
H (-4.33, -2.84, -1.77)
H (-4.41, -5.23, -1.12)
H (-2.73, -6.14, 0.45)
H (-0.98, -4.65, 1.38)
H (-0.93, -2.25, 0.77)
O (3.65, 0.59, 1.32)
C (4.07, 0.48, 0.19)
C (5.48, 0.90, -0.23)
C (5.55, 0.56, -1.71)
C (4.17, -0.02, -2.03)
O (3.84, -0.43, -3.11)
N (3.38, -0.02, -0.89)
H (6.20, 0.37, 0.39)
H (5.59, 1.96, -0.02)
H (6.30, -0.20, -1.96)
H (5.72, 1.41, -2.36)

***

Let's list DFT total energy in order: -294.3918; -329.8628; -1259.6854; -325.8196; -1155.6426; -2846.7473 Ha.